# C13H16N2O3S2

C13H16N2O3S2 in the gas phase (ωB97M-V with the def2-TZVPD basis set, OMol25).

Structure (ORCA input):
```
! wB97M-V def2-TZVPD RIJCOSX def2/J DEFGRID3
* xyz 0 1
C 3.431 -4.416 -1.863
C 2.117 -3.743 -1.472
C 0.943 -4.567 -2.003
C 2.047 -3.578 0.062
C 1.561 -2.227 0.524
O 2.104 -1.567 1.380
N 0.422 -1.775 -0.094
C -0.149 -0.573 0.215
N -1.208 -0.139 -0.371
C -1.576 1.078 0.122
C -2.681 1.819 -0.294
C -2.922 3.039 0.302
C -2.076 3.509 1.298
S -2.393 5.122 2.012
C -1.409 6.229 0.956
O -3.781 5.453 1.837
O -1.845 5.167 3.340
C -0.978 2.800 1.736
C -0.728 1.576 1.142
S 0.561 0.443 1.457
H 4.280 -3.817 -1.544
H 3.486 -4.539 -2.942
H 3.507 -5.399 -1.403
H 2.095 -2.752 -1.938
H -0.021 -4.140 -1.729
H 0.988 -5.579 -1.606
H 0.986 -4.626 -3.088
H 3.033 -3.719 0.505
H 1.386 -4.336 0.488
H -0.036 -2.316 -0.814
H -3.323 1.425 -1.064
H -3.772 3.643 0.028
H -1.787 6.152 -0.054
H -0.374 5.919 1.017
H -1.527 7.238 1.332
H -0.362 3.195 2.527
*
```

Computed properties:
- SMILES = CC(C)CC(=O)Nc1nc2ccc(S(C)(=O)=O)cc2s1
- E_HOMO (eV) = -8.94